Computed, not measured: a molecular structure, C5H7NO, with wB97M-V/def2-TZVPD.

The geometry in XYZ format:
```
14
Properties=species:S:1:pos:R:3
C 1.93 -0.87 0.25
C 0.74 -0.65 0.94
C -0.58 -0.70 0.39
C -1.15 1.10 -0.83
C -0.54 -0.25 -1.12
H 1.89 -1.18 -0.89
H 2.93 -0.47 0.63
H 0.71 0.18 1.88
H -1.22 -1.57 0.77
H -1.00 1.27 1.37
H -0.44 1.90 -0.92
H -2.23 1.47 -1.07
N -1.20 0.57 0.56
O 0.18 -0.81 -1.96
```

As for the HOMO energy: -0.33424 Ha. Its total energy is -8831.8350 eV. Its charge is 0. For the molar mass, the calculation gives 97.1 g/mol. For the HOMO-LUMO gap, the calculation gives 9.71 eV. The energy above the lowest of the compared OMol25 structures with the same formula, charge and spin is 421.4 kJ/mol.

***

Computed, not measured: a single C5H7NO molecule, with wB97M-V/def2-TZVPD.

The geometry in XYZ format:
```
14
Properties=species:S:1:pos:R:3
N -0.82 1.60 -1.69
C -0.70 0.33 -1.14
O -1.53 0.11 -0.10
C -0.29 0.68 0.59
C 0.26 -0.44 1.44
C 0.77 -1.23 0.22
C 0.59 -0.07 -0.77
H -1.81 1.83 -1.72
H -0.52 2.02 -0.73
H -0.48 -0.91 2.08
H 1.08 -0.03 2.04
H 0.12 -2.07 -0.02
H 1.80 -1.57 0.27
H 1.42 0.40 -1.28
```

As for the HOMO energy: -0.31290 Ha. The SMILES is N[C@]12O[C@@]13CC[C@@H]23. Its total energy is -8830.6409 eV. Its charge is 0. For the molar mass, the calculation gives 97.1 g/mol. For the HOMO-LUMO gap, the calculation gives 9.06 eV. The energy above the lowest of the compared OMol25 structures with the same formula, charge and spin is 536.6 kJ/mol.